Record 1
Formula: CH4NP
Source: the Open Molecules 2025 dataset
Level of theory: wB97M-V/def2-TZVPD

Each line ends with the natural charge from an NBO analysis.
Positions of all 7 atoms, in Å:
C: 0.82 -1.14 0.26  0.172
N: 1.70 -0.46 -0.25  -0.651
P: -1.74 -0.49 -0.09  -0.013
H: 0.70 -2.09 0.83  0.178
H: 2.64 -0.53 -0.44  0.394
H: -1.79 -0.84 1.21  -0.059
H: -2.46 -1.83 -0.49  -0.021

The energy above the lowest of the compared OMol25 structures with the same formula, charge and spin is 2.9450 eV. The value obtained for the gap between HOMO and LUMO (alpha / beta) is 7.7 / 7.7 eV. The value obtained for the HOMO energy (alpha / beta) is -0.2879 / -0.2879 hartree.


Record 2
Formula: C5H14
Source: the Open Molecules 2025 dataset
Level of theory: wB97M-V/def2-TZVPD

Each line ends with the natural charge from an NBO analysis.
Positions of all 19 atoms, in Å:
C: 0.76 -2.70 -1.11  -0.625
C: 0.90 -1.78 0.08  -0.393
C: 1.46 -0.38 -0.28  -0.599
H: 0.49 -2.34 -2.10  0.211
H: 0.01 -3.45 -0.81  0.209
H: 1.65 -3.31 -1.28  0.205
H: -0.03 -1.64 0.65  0.192
H: 1.55 -2.18 0.86  0.197
H: 2.47 -0.49 -0.63  0.202
H: 0.86 0.05 -1.08  0.196
H: 1.31 0.25 0.59  0.206
C: -0.90 1.79 0.97  -0.632
C: -2.00 2.60 0.29  -0.622
H: -0.02 1.70 0.35  0.216
H: -0.39 2.38 1.74  0.206
H: -1.27 0.89 1.46  0.211
H: -2.24 3.56 0.76  0.204
H: -2.99 2.14 0.21  0.210
H: -1.64 2.92 -0.68  0.205

The energy above the lowest of the compared OMol25 structures with the same formula, charge and spin is 0.7263 eV. The value obtained for the gap between HOMO and LUMO is 12.3 eV. The value obtained for the HOMO energy is -0.4086 hartree. The structure (SMILES) is CCC.CC.


Record 3
Formula: C3H14N2O2
Source: the Open Molecules 2025 dataset
Level of theory: wB97M-V/def2-TZVPD

Each line ends with the natural charge from an NBO analysis.
Positions of all 21 atoms, in Å:
N: 1.06 -0.43 0.48  -0.399
C: 0.11 -0.04 -0.50  -0.098
C: -1.16 -1.03 -0.63  -0.526
C: 0.83 0.13 -1.87  -0.229
N: 1.78 1.27 -1.79  -0.776
H: 1.27 -1.43 0.42  0.399
H: 0.67 -0.33 1.42  0.408
H: -0.41 0.91 -0.33  0.264
H: -1.90 -0.36 -1.05  0.258
H: -1.40 -1.15 0.43  0.235
H: -1.04 -1.95 -1.19  0.246
H: 1.40 -0.74 -2.22  0.214
H: 0.07 0.37 -2.61  0.228
H: 2.70 0.89 -1.96  0.385
H: 1.53 1.82 -2.60  0.384
H: -2.37 -1.71 4.64  0.473
H: -1.85 -3.15 4.56  0.475
O: -2.33 -2.48 4.09  -0.948
H: 0.52 2.90 0.95  0.461
H: 0.48 3.14 -0.54  0.469
O: 0.03 3.38 0.28  -0.924

The energy above the lowest of the compared OMol25 structures with the same formula, charge and spin is 1.2099 eV. The value obtained for the gap between HOMO and LUMO (alpha / beta) is 11.0 / 5.3 eV. The value obtained for the HOMO energy (alpha / beta) is -0.5239 / -0.5239 hartree. As for the net charge: +1. The spin multiplicity is 2.


Record 4
Formula: C13H34O7
Source: the Open Molecules 2025 dataset
Level of theory: wB97M-V/def2-TZVPD

Each line ends with the natural charge from an NBO analysis.
Positions of all 54 atoms, in Å:
C: -6.58 -5.95 27.26  -0.746
C: -5.26 -6.20 28.00  0.588
O: -5.04 -7.29 28.54  -0.591
C: -4.22 -5.08 28.17  -0.745
H: -6.52 -6.33 26.24  0.240
H: -6.93 -4.92 27.22  0.219
H: -7.36 -6.59 27.67  0.255
H: -3.92 -5.19 29.21  0.252
H: -4.74 -4.13 28.00  0.182
H: -3.41 -5.17 27.45  0.277
C: -5.48 -0.90 23.42  -0.733
C: -6.47 -1.74 24.18  0.591
O: -7.39 -1.20 24.83  -0.549
C: -6.34 -3.23 24.09  -0.779
H: -4.54 -0.76 23.96  0.216
H: -5.92 0.03 23.05  0.253
H: -5.24 -1.48 22.53  0.230
H: -6.27 -3.69 25.08  0.251
H: -5.40 -3.56 23.65  0.210
H: -7.14 -3.64 23.48  0.250
C: -4.61 -6.94 25.86  -0.761
C: -3.19 -6.82 25.27  0.584
O: -2.23 -7.25 25.89  -0.525
C: -3.10 -6.20 23.91  -0.735
H: -5.28 -6.11 25.60  0.211
H: -4.45 -7.02 26.93  0.280
H: -5.09 -7.87 25.57  0.252
H: -3.61 -5.24 23.84  0.216
H: -3.68 -6.87 23.28  0.227
H: -2.05 -6.10 23.64  0.259
C: -3.86 -3.34 23.26  -0.250
O: -4.00 -3.07 21.85  -0.707
H: -4.48 -4.20 23.50  0.162
H: -2.87 -3.68 23.58  0.232
H: -4.10 -2.41 23.77  0.177
H: -4.94 -3.09 21.64  0.460
C: -4.34 -4.26 25.74  -0.424
O: -3.30 -3.50 26.34  -0.664
H: -5.08 -4.52 26.50  0.217
H: -4.75 -3.68 24.90  0.213
H: -4.05 -5.23 25.35  0.253
H: -3.61 -2.63 26.60  0.470
C: -4.94 -1.82 27.59  -0.284
O: -4.34 -1.92 26.36  -0.658
H: -4.53 -2.65 28.17  0.207
H: -4.67 -0.90 28.12  0.192
H: -6.03 -1.80 27.54  0.203
H: -4.37 -1.02 26.02  0.509
C: -1.60 -5.22 26.92  -0.228
O: -1.60 -4.12 26.02  -0.828
H: -2.57 -5.73 26.90  0.129
H: -0.77 -5.90 26.73  0.193
H: -1.37 -4.80 27.90  0.133
H: -2.49 -3.76 26.02  0.413

The energy above the lowest of the compared OMol25 structures with the same formula, charge and spin is 17.6862 eV. The value obtained for the gap between HOMO and LUMO is 7.5 eV. The value obtained for the HOMO energy is -0.2776 hartree.


Record 5
Formula: C3H7NS2
Source: the Open Molecules 2025 dataset
Level of theory: wB97M-V/def2-TZVPD

Each line ends with the natural charge from an NBO analysis.
Positions of all 13 atoms, in Å:
C: -0.74 -0.96 -0.70  -0.259
C: -2.09 -0.66 0.15  -0.644
C: 2.43 1.18 0.56  -0.765
N: 0.41 -0.44 -0.07  -0.652
S: -2.51 1.02 0.17  0.103
S: 0.97 0.94 -0.55  0.649
H: -0.71 -2.13 -0.79  0.228
H: -1.02 -0.49 -1.73  0.181
H: -2.99 -1.35 -0.28  0.214
H: -2.06 -0.96 1.28  0.243
H: 3.06 0.31 0.77  0.244
H: 2.26 1.81 1.46  0.237
H: 2.97 1.73 -0.29  0.222

The energy above the lowest of the compared OMol25 structures with the same formula, charge and spin is 3.8868 eV. The value obtained for the gap between HOMO and LUMO (alpha / beta) is 8.5 / 5.9 eV. The value obtained for the HOMO energy (alpha / beta) is -0.3231 / -0.2819 hartree.


Record 6
Formula: C44H79IN3O9
Source: the Open Molecules 2025 dataset
Level of theory: wB97M-V/def2-TZVPD

Each line ends with the Löwdin charge.
Positions of all 136 atoms, in Å:
C: -2.49 -4.35 2.85  -0.138
C: -3.56 -5.35 2.28  -0.239
C: -4.45 -4.72 1.09  -0.197
C: -3.67 -3.54 0.39  -0.231
C: -4.32 -3.09 -0.99  -0.205
C: -3.77 -1.67 -1.41  -0.202
C: -2.51 -1.72 -2.42  -0.178
C: -1.18 -1.22 -1.73  -0.190
C: -0.18 -0.50 -2.73  -0.188
C: 1.35 -0.76 -2.40  -0.185
C: 2.19 0.59 -2.40  -0.183
C: 2.17 1.21 -0.94  -0.135
C: 2.02 2.78 -1.04  -0.078
N: 1.18 3.35 0.07  -0.029
N: 1.84 3.84 1.08  0.198
C: 1.11 4.38 2.06  -0.104
C: 1.88 5.02 3.26  0.012
C: 2.93 4.05 3.91  -0.416
O: 2.88 3.89 5.09  0.151
O: 3.88 3.49 3.06  0.071
C: 3.97 2.09 3.18  -0.454
C: 5.19 1.44 2.43  0.027
O: 3.20 1.40 3.76  0.141
C: -0.39 4.42 2.09  -0.011
C: -1.20 5.03 3.25  -0.131
C: -1.17 3.96 4.44  -0.286
C: -1.66 4.56 5.81  -0.586
I: -0.11 4.11 7.30  0.771
C: -1.04 3.83 0.90  0.010
C: -2.58 3.81 0.72  -0.118
C: -3.23 2.36 0.81  -0.173
C: -4.51 2.28 -0.09  -0.231
C: -4.18 2.12 -1.63  -0.105
C: -0.15 3.27 -0.13  -0.170
O: -0.75 2.72 -1.26  -0.039
N: -1.23 3.75 -2.12  0.072
O: -0.53 4.68 -2.11  0.129
H: -2.93 -3.33 3.04  0.070
H: -1.66 -4.17 2.11  0.065
H: -2.01 -4.70 3.80  0.060
H: -3.04 -6.27 1.91  0.101
H: -4.19 -5.67 3.14  0.099
H: -4.73 -5.55 0.40  0.106
H: -5.37 -4.34 1.60  0.109
H: -2.61 -3.82 0.18  0.111
H: -3.70 -2.64 1.06  0.102
H: -4.20 -3.88 -1.78  0.109
H: -5.42 -2.99 -0.79  0.109
H: -4.61 -1.08 -1.85  0.090
H: -3.44 -1.17 -0.46  0.085
H: -2.43 -2.80 -2.73  0.109
H: -2.81 -1.10 -3.30  0.090
H: -0.69 -2.13 -1.28  0.113
H: -1.49 -0.50 -0.93  0.090
H: -0.36 -0.94 -3.75  0.114
H: -0.37 0.61 -2.80  0.080
H: 1.78 -1.47 -3.13  0.111
H: 1.43 -1.23 -1.38  0.098
H: 1.72 1.27 -3.15  0.102
H: 3.25 0.39 -2.70  0.110
H: 3.17 1.00 -0.47  0.113
H: 1.34 0.78 -0.30  0.124
H: 1.53 3.06 -2.01  0.109
H: 3.02 3.28 -1.01  0.138
H: 1.20 5.37 4.06  0.111
H: 2.47 5.87 2.82  0.155
H: 5.48 2.12 1.58  0.087
H: 6.04 1.22 3.11  0.098
H: 4.82 0.49 1.98  0.085
H: -2.26 5.25 2.99  0.112
H: -0.72 5.98 3.59  0.127
H: -0.11 3.61 4.55  0.051
H: -1.79 3.07 4.16  0.119
H: -2.56 4.00 6.15  0.044
H: -1.85 5.66 5.78  0.054
H: -3.09 4.53 1.40  0.117
H: -2.80 4.19 -0.32  0.115
H: -2.52 1.58 0.43  0.104
H: -3.53 2.19 1.87  0.113
H: -5.18 3.17 0.04  0.109
H: -5.13 1.39 0.20  0.110
H: -4.51 3.05 -2.17  0.079
H: -3.09 2.01 -1.83  0.044
H: -4.70 1.26 -2.11  0.068
C: 1.29 -8.32 4.73  -0.172
C: 1.59 -7.07 5.54  -0.171
C: 0.64 -6.06 4.91  -0.212
O: -0.49 -6.79 4.44  -0.156
C: -0.21 -8.19 4.49  -0.199
H: 1.56 -9.24 5.23  0.115
H: 1.82 -8.28 3.77  0.108
H: 1.32 -7.23 6.58  0.116
H: 2.63 -6.76 5.50  0.112
H: 1.10 -5.57 4.04  0.105
H: 0.33 -5.29 5.61  0.118
H: -0.78 -8.62 5.32  0.119
H: -0.53 -8.66 3.56  0.117
C: 3.31 -6.07 0.65  -0.171
C: 3.60 -4.81 1.45  -0.174
C: 2.64 -3.81 0.83  -0.217
O: 1.50 -4.55 0.38  -0.150
C: 1.81 -5.95 0.43  -0.199
H: 3.59 -6.99 1.16  0.114
H: 3.83 -6.03 -0.30  0.116
H: 3.34 -4.97 2.50  0.107
H: 4.64 -4.50 1.41  0.114
H: 3.09 -3.32 -0.04  0.110
H: 2.33 -3.04 1.54  0.114
H: 1.25 -6.38 1.26  0.112
H: 1.49 -6.43 -0.50  0.119
C: -2.48 3.43 -6.86  -0.173
C: -2.05 1.99 -6.63  -0.169
C: -2.64 1.70 -5.26  -0.213
O: -3.82 2.50 -5.13  -0.150
C: -3.85 3.45 -6.20  -0.199
H: -2.50 3.72 -7.91  0.116
H: -1.80 4.10 -6.33  0.112
H: -2.52 1.34 -7.38  0.119
H: -0.98 1.84 -6.68  0.114
H: -1.94 2.00 -4.46  0.093
H: -2.89 0.65 -5.12  0.110
H: -4.63 3.14 -6.91  0.121
H: -4.11 4.44 -5.81  0.117
C: 6.09 3.95 -4.05  -0.168
C: 4.97 4.90 -3.68  -0.173
C: 3.76 4.22 -4.30  -0.205
O: 4.02 2.81 -4.28  -0.159
C: 5.40 2.60 -3.95  -0.204
H: 6.96 4.03 -3.41  0.117
H: 6.40 4.13 -5.08  0.121
H: 4.86 4.93 -2.59  0.107
H: 5.11 5.91 -4.04  0.117
H: 3.62 4.52 -5.34  0.122
H: 2.83 4.42 -3.75  0.101
H: 5.45 2.21 -2.92  0.110
H: 5.83 1.85 -4.62  0.122

The value obtained for the gap between HOMO and LUMO is 6.6 eV. The value obtained for the HOMO energy is -0.3949 hartree. As for the net charge: +1.